Record 1
Below is a structure of composition C17H24N6Pd, with properties calculated with ωB97M-V with the def2-TZVPD basis set.

Cartesian coordinates (Å):
Pd1 0.767 -0.814 -0.932
C1 3.218 -2.754 -1.284
C2 1.920 -3.290 -1.897
N1 0.763 -3.010 -1.022
C3 0.796 -3.661 0.307
C4 0.267 -2.726 1.402
N2 0.729 -1.331 1.256
C5 2.070 -0.971 1.748
C6 3.197 -1.607 0.940
N3 3.009 -1.495 -0.527
H1 3.655 -3.501 -0.623
H2 3.928 -2.596 -2.094
H3 1.729 -2.794 -2.850
H4 2.035 -4.360 -2.093
H5 -0.081 -3.287 -1.513
H6 0.184 -4.562 0.307
H7 1.814 -3.968 0.524
H8 -0.822 -2.701 1.352
H9 0.548 -3.128 2.380
H10 0.063 -0.723 1.723
H11 2.143 0.116 1.690
H12 2.194 -1.261 2.796
H13 4.130 -1.134 1.247
H14 3.278 -2.658 1.207
H15 3.613 -0.772 -0.895
C7 1.491 3.429 -0.587
C8 1.599 2.064 -0.721
N4 0.548 1.299 -1.068
C9 -0.641 1.872 -1.269
C10 -0.852 3.237 -1.111
C11 0.252 4.023 -0.794
C12 -2.160 3.872 -1.344
C13 -3.365 3.559 -0.853
C14 -3.731 2.571 0.178
C15 -5.080 2.324 0.437
C16 -5.384 1.412 1.437
N5 -4.438 0.813 2.146
C17 -3.188 1.127 1.855
N6 -2.792 1.960 0.908
H16 2.358 4.020 -0.329
H17 2.548 1.563 -0.582
H18 -1.451 1.231 -1.581
H19 0.135 5.094 -0.688
H20 -2.112 4.733 -2.001
H21 -4.204 4.146 -1.204
H22 -5.860 2.822 -0.124
H23 -6.408 1.157 1.682
H24 -2.414 0.664 2.462

## Properties
Energy above the lowest of the compared OMol25 structures with the same formula, charge and spin in kJ/mol: 1.62
Electronic energy in eV: -30422.95785
Spin multiplicity: 3
Charge: +2
<S²>: 2.006
Lowest unoccupied orbital energy (alpha / beta) in eV: -5.731 / -8.910
HOMO-LUMO gap (alpha / beta) in eV: 8.484 / 5.306

Record 2
Below is the ion C26H39N4 with charge +1 in a non-equilibrium geometry, with properties calculated with ωB97M-V with the def2-TZVPD basis set.

Cartesian coordinates (Å):
C1 -6.149 -0.346 2.778
N1 -4.866 -0.802 3.277
C2 -4.885 -2.062 3.989
C3 -3.679 -0.207 2.942
C4 -3.637 1.087 2.369
C5 -2.417 1.712 2.147
C6 -1.192 1.082 2.349
C7 0.086 1.945 2.062
C8 1.317 1.142 2.530
C9 2.176 1.616 3.522
C10 3.360 0.926 3.792
C11 3.720 -0.196 3.013
N2 4.960 -0.762 3.146
C12 5.894 -0.262 4.120
C13 5.236 -2.073 2.601
C14 2.799 -0.700 2.052
C15 1.590 -0.052 1.874
N3 0.450 2.472 0.618
C16 -0.571 2.200 -0.476
C17 -1.370 3.519 -0.524
C18 -0.640 4.556 0.351
C19 0.743 3.964 0.397
C20 1.786 4.561 1.319
N4 3.109 4.455 0.779
C21 3.682 5.560 0.069
C22 5.190 5.251 -0.042
C23 5.429 3.977 0.799
C24 4.068 3.643 1.437
C25 -1.239 -0.159 3.031
C26 -2.439 -0.824 3.272
H1 -6.174 0.751 2.701
H2 -6.390 -0.761 1.777
H3 -6.931 -0.661 3.477
H4 -4.261 -1.987 4.885
H5 -5.906 -2.290 4.292
H6 -4.499 -2.884 3.372
H7 -4.556 1.598 2.075
H8 -2.409 2.729 1.787
H9 -0.004 2.886 2.663
H10 1.954 2.526 4.089
H11 4.024 1.296 4.582
H12 5.928 0.833 4.100
H13 5.625 -0.576 5.143
H14 6.889 -0.651 3.892
H15 5.007 -2.110 1.531
H16 6.294 -2.284 2.752
H17 4.648 -2.857 3.096
H18 3.053 -1.572 1.443
H19 0.861 -0.478 1.193
H20 1.321 1.959 0.441
H21 -1.112 1.300 -0.159
H22 -0.047 2.048 -1.452
H23 -2.402 3.336 -0.239
H24 -1.435 3.872 -1.554
H25 -1.063 4.611 1.364
H26 -0.647 5.556 -0.121
H27 1.175 4.026 -0.613
H28 1.743 4.073 2.300
H29 1.523 5.631 1.432
H30 3.525 6.525 0.600
H31 3.196 5.680 -0.912
H32 5.764 6.106 0.337
H33 5.446 5.101 -1.095
H34 5.739 3.153 0.150
H35 6.198 4.138 1.560
H36 3.852 2.561 1.326
H37 4.117 3.813 2.526
H38 -0.355 -0.720 3.346
H39 -2.448 -1.833 3.696

## Properties
Energy above the lowest of the compared OMol25 structures with the same formula, charge and spin in kJ/mol: 0.00
Electronic energy in eV: -33548.43983
SMILES: CN(C)c1ccc(C(c2ccc(N(C)C)cc2)[N@H+]2CCC[C@H]2CN2CCCC2)cc1
Charge: +1
Lowest unoccupied orbital energy in eV: -1.912
HOMO-LUMO gap in eV: 8.101

What did the first record say?
Below is a structure of composition C17H24N6Pd, with properties calculated with ωB97M-V with the def2-TZVPD basis set.

Cartesian coordinates (Å):
Pd1 0.767 -0.814 -0.932
C1 3.218 -2.754 -1.284
C2 1.920 -3.290 -1.897
N1 0.763 -3.010 -1.022
C3 0.796 -3.661 0.307
C4 0.267 -2.726 1.402
N2 0.729 -1.331 1.256
C5 2.070 -0.971 1.748
C6 3.197 -1.607 0.940
N3 3.009 -1.495 -0.527
H1 3.655 -3.501 -0.623
H2 3.928 -2.596 -2.094
H3 1.729 -2.794 -2.850
H4 2.035 -4.360 -2.093
H5 -0.081 -3.287 -1.513
H6 0.184 -4.562 0.307
H7 1.814 -3.968 0.524
H8 -0.822 -2.701 1.352
H9 0.548 -3.128 2.380
H10 0.063 -0.723 1.723
H11 2.143 0.116 1.690
H12 2.194 -1.261 2.796
H13 4.130 -1.134 1.247
H14 3.278 -2.658 1.207
H15 3.613 -0.772 -0.895
C7 1.491 3.429 -0.587
C8 1.599 2.064 -0.721
N4 0.548 1.299 -1.068
C9 -0.641 1.872 -1.269
C10 -0.852 3.237 -1.111
C11 0.252 4.023 -0.794
C12 -2.160 3.872 -1.344
C13 -3.365 3.559 -0.853
C14 -3.731 2.571 0.178
C15 -5.080 2.324 0.437
C16 -5.384 1.412 1.437
N5 -4.438 0.813 2.146
C17 -3.188 1.127 1.855
N6 -2.792 1.960 0.908
H16 2.358 4.020 -0.329
H17 2.548 1.563 -0.582
H18 -1.451 1.231 -1.581
H19 0.135 5.094 -0.688
H20 -2.112 4.733 -2.001
H21 -4.204 4.146 -1.204
H22 -5.860 2.822 -0.124
H23 -6.408 1.157 1.682
H24 -2.414 0.664 2.462

## Properties
Energy above the lowest of the compared OMol25 structures with the same formula, charge and spin in kJ/mol: 1.62
Electronic energy in eV: -30422.95785
Spin multiplicity: 3
Charge: +2
<S²>: 2.006
Lowest unoccupied orbital energy (alpha / beta) in eV: -5.731 / -8.910
HOMO-LUMO gap (alpha / beta) in eV: 8.484 / 5.306

Among the records above, which one has the lowest charge? C26H39N4

charge of number 2 (C26H39N4)? +1